{
  "formula": "C30H47Cl2MnN4O7SSi",
  "method": "ωB97M-V/def2-TZVPD",
  "charge": -1,
  "e_above_lowest_kj_mol": 0.0,
  "spin_multiplicity": 6,
  "largest_force_ha_per_bohr": 0.0682,
  "homo_ev": [-4.30, -5.40],
  "species": ["Mn", "Cl", "Cl", "S", "Si", "O", "O", "O", "O", "O", "O", "O", "N", "N", "N", "N", "C", "C", "C", "C", "C", "C", "C", "C", "C", "C", "C", "C", "C", "C", "C", "C", "C", "C", "C", "C", "C", "C", "C", "C", "C", "C", "C", "C", "C", "C", "H", "H", "H", "H", "H", "H", "H", "H", "H", "H", "H", "H", "H", "H", "H", "H", "H", "H", "H", "H", "H", "H", "H", "H", "H", "H", "H", "H", "H", "H", "H", "H", "H", "H", "H", "H", "H", "H", "H", "H", "H", "H", "H", "H", "H", "H", "H"],
  "coordinates": [[-0.40, -0.33, 1.99], [1.54, 0.21, 0.95], [0.50, -2.24, 2.78], [3.69, 2.78, 5.61], [-0.89, 0.13, -3.08], [0.92, 1.06, 3.81], [0.40, -0.61, -3.89], [3.44, 4.02, 6.30], [-1.50, 1.12, 1.18], [5.04, 2.47, 5.21], [-2.54, -1.79, 1.59], [-1.89, -0.04, 3.62], [2.61, 2.48, 4.44], [-2.52, 0.58, 5.75], [-1.76, -3.92, 1.24], [-1.39, 3.15, 0.16], [-0.34, 0.77, -8.12], [2.09, -1.60, -5.24], [2.94, -0.06, 8.50], [2.78, -2.27, -4.09], [1.66, 2.08, -7.77], [3.52, 1.06, 7.89], [-1.63, 0.24, 4.81], [-0.86, 2.18, 0.87], [-2.12, 0.91, 7.12], [3.09, 1.42, 6.62], [-0.17, 0.15, -6.88], [-2.78, 3.08, -0.30], [1.56, -0.42, 6.52], [-2.42, -0.56, -3.89], [-0.53, 4.15, -0.47], [-2.39, -2.97, 1.96], [-1.35, -3.62, -0.12], [0.94, 0.49, -6.09], [2.68, -3.37, -6.91], [-1.04, -5.00, 1.90], [1.95, -0.79, 7.82], [-0.77, -0.35, -1.32], [0.56, 1.75, -8.56], [1.82, 1.41, 4.62], [2.13, 0.72, 5.93], [2.05, -2.09, -6.49], [-3.93, 0.74, 5.45], [-0.84, 1.97, -3.42], [1.38, -0.31, -4.86], [1.84, 1.47, -6.53], [-1.33, -4.55, -0.70], [0.06, 0.21, -0.89], [0.86, -1.04, 5.97], [0.41, 2.23, -9.53], [-1.04, 5.11, -0.47], [2.39, 2.81, -8.11], [-4.51, 0.19, 6.19], [3.80, -1.86, -3.94], [-2.73, -3.34, 2.95], [-1.68, -0.14, -0.73], [2.50, -4.16, -6.18], [-1.71, 2.47, -2.97], [-2.05, -2.91, -0.57], [-2.26, 1.98, 7.31], [2.21, -2.11, -3.17], [0.08, 2.44, -3.05], [3.26, -0.37, 9.50], [-2.77, 0.34, 7.80], [0.04, -4.82, 1.82], [-4.22, 1.80, 5.55], [-3.39, 2.66, 0.50], [2.71, 1.70, -5.91], [2.88, -3.34, -4.28], [-1.07, 0.64, 7.27], [-0.33, -3.19, -0.11], [0.19, 2.30, 1.19], [0.39, 4.22, 0.12], [-2.47, -1.65, -3.75], [1.46, -1.64, 8.30], [-1.32, -5.02, 2.96], [-2.86, 2.45, -1.20], [-0.86, -0.64, -6.54], [3.76, -3.28, -7.05], [-2.43, -0.33, -4.97], [-0.52, -1.41, -1.17], [2.25, -3.69, -7.86], [-0.59, 0.23, 5.16], [-1.30, -5.95, 1.41], [-3.30, -0.08, -3.42], [1.58, -1.51, -7.27], [-4.14, 0.38, 4.44], [-0.25, 3.88, -1.50], [2.14, 0.30, -4.35], [4.28, 1.67, 8.37], [-1.20, 0.49, -8.75], [-3.09, 4.11, -0.53], [-0.89, 2.14, -4.51]]
}